{
  "formula": "C34H31N6P2Pd",
  "method": "ωB97M-V/def2-TZVPD",
  "s_squared": 6.05,
  "total_charge": 3,
  "homo_ev": [-15.7, -16.5],
  "e_above_lowest_kj_mol": 0.0,
  "spin_multiplicity": 5,
  "homo_lumo_gap_ev": [7.287, 4.847],
  "species": ["Pd", "C", "N", "C", "C", "N", "C", "P", "C", "N", "C", "C", "N", "C", "C", "N", "C", "C", "N", "C", "H", "H", "H", "H", "H", "H", "H", "H", "H", "H", "H", "H", "H", "H", "H", "C", "C", "C", "C", "C", "C", "P", "C", "C", "C", "C", "C", "C", "C", "C", "C", "C", "C", "C", "C", "C", "C", "C", "H", "H", "H", "H", "H", "H", "H", "H", "H", "H", "H", "H", "H", "H", "H", "H"],
  "xyz": [[0.443453, -0.272988, -0.240762], [-2.041659, 1.101260, -5.068608], [-1.863799, 0.434573, -3.785829], [-2.683324, -0.528049, -3.279978], [-2.172619, -0.877219, -2.062348], [-1.062720, -0.125168, -1.824185], [-0.879741, 0.659096, -2.885087], [0.539675, 1.777353, -3.206538], [0.710280, 2.535415, -1.543824], [1.051476, 1.911224, -0.417526], [1.350856, 2.877696, 0.493986], [1.199319, 4.106087, -0.090025], [0.803498, 3.877523, -1.370189], [0.507420, 4.900833, -2.362454], [1.856754, 0.525957, -2.949477], [1.950085, -0.309217, -1.918329], [3.103864, -1.014098, -2.066080], [3.723000, -0.596586, -3.212557], [2.932469, 0.368315, -3.756088], [3.208123, 1.076219, -4.998239], [-2.955047, 0.738730, -5.531165], [-2.125243, 2.177962, -4.932874], [-1.206739, 0.891923, -5.735075], [-3.548150, -0.896468, -3.803537], [-2.525089, -1.620702, -1.371252], [1.695713, 2.639881, 1.486587], [1.359270, 5.096311, 0.300516], [0.355695, 5.853824, -1.863447], [1.326829, 5.008326, -3.072272], [-0.399934, 4.645482, -2.905024], [3.423091, -1.757675, -1.355874], [4.647245, -0.913528, -3.663427], [4.132254, 0.695942, -5.423671], [2.404203, 0.918385, -5.714955], [3.323562, 2.144064, -4.820633], [1.020603, 0.881063, 6.565621], [-0.268318, 0.995625, 6.050052], [-0.539610, 0.620735, 4.747718], [0.495611, 0.077914, 3.975082], [1.792582, -0.040188, 4.492887], [2.050239, 0.353662, 5.791968], [0.213001, -0.528487, 2.304437], [-1.299927, 0.251954, 1.690424], [-2.394315, -0.470853, 1.182110], [-3.529339, 0.204193, 0.779241], [-3.584605, 1.594356, 0.843083], [-2.508624, 2.318637, 1.351713], [-1.375745, 1.659533, 1.776381], [-0.086588, -2.315613, 2.375620], [-0.398889, -2.951370, 3.573154], [-0.668434, -4.316159, 3.582344], [-0.631630, -5.047653, 2.406087], [-0.277278, -4.438096, 1.191621], [-0.200291, -5.165494, -0.019992], [0.174317, -4.550418, -1.209194], [0.566086, -3.217041, -1.203554], [0.423346, -2.434412, -0.050048], [0.021078, -3.045452, 1.170247], [1.223747, 1.214713, 7.574193], [-1.069254, 1.373620, 6.671405], [-1.542128, 0.709791, 4.350073], [2.589410, -0.436903, 3.874707], [3.048306, 0.263459, 6.197507], [-2.370430, -1.553477, 1.160327], [-4.386262, -0.352036, 0.424127], [-4.476375, 2.110026, 0.513204], [-2.565526, 3.395571, 1.433893], [-0.557777, 2.217606, 2.210938], [-0.454035, -2.384687, 4.493350], [-0.924231, -4.802492, 4.513760], [-0.885446, -6.100800, 2.412329], [-0.388522, -6.232498, -0.002056], [0.218412, -5.119074, -2.128234], [0.962737, -2.789968, -2.116262]],
  "forces_ev_per_angstrom": [[1.1, 0.0, -1.3], [0.0, 0.2, -0.4], [0.1, 0.0, 0.2], [-0.1, -0.2, 0.2], [-0.1, 0.0, -0.1], [0.2, 0.0, 0.1], [0.1, 0.1, 0.0], [0.0, -0.3, 0.4], [0.3, 0.1, -0.1], [-0.6, -0.1, -0.1], [0.1, 0.1, 0.0], [0.1, -0.1, 0.3], [-0.2, -0.2, 0.0], [0.0, 0.3, -0.3], [-0.1, 0.1, 0.0], [-0.4, 0.0, 0.1], [0.1, 0.0, -0.1], [0.1, -0.2, 0.2], [-0.1, -0.1, 0.1], [0.0, 0.2, -0.3], [0.0, 0.0, 0.0], [0.0, 0.0, 0.0], [0.0, -0.1, 0.0], [0.0, 0.1, -0.1], [0.0, 0.0, 0.0], [0.0, 0.1, 0.0], [0.0, 0.0, 0.0], [0.0, 0.0, 0.1], [0.0, 0.0, 0.1], [0.0, 0.0, 0.0], [0.0, 0.0, 0.0], [0.0, 0.0, -0.1], [0.0, 0.0, 0.0], [0.0, 0.0, 0.0], [0.0, 0.0, 0.1], [0.0, 0.0, -0.1], [-0.1, 0.0, 0.0], [0.0, -0.1, 0.0], [0.3, 0.0, -0.5], [0.0, -0.1, 0.0], [0.0, 0.1, 0.0], [-1.3, 0.0, 1.1], [0.5, -0.2, 0.1], [-0.2, 0.0, 0.1], [0.0, -0.1, 0.0], [0.0, -0.1, 0.0], [0.1, 0.1, 0.1], [0.0, 0.1, 0.0], [0.3, 0.0, -0.5], [0.0, -0.1, 0.0], [0.0, 0.1, 0.1], [0.0, -0.1, -0.2], [0.0, 0.3, 0.3], [-0.1, -0.2, 0.3], [0.3, 0.5, -0.3], [-0.1, -0.8, -0.2], [-0.3, 1.1, 0.1], [0.0, -0.5, 0.2], [0.0, -0.1, 0.0], [0.0, 0.0, 0.0], [0.0, 0.0, 0.0], [0.0, 0.0, 0.0], [0.0, 0.0, 0.0], [0.0, 0.0, 0.0], [0.0, 0.0, 0.0], [0.0, 0.0, 0.0], [0.0, 0.0, 0.0], [0.0, 0.0, -0.1], [0.0, 0.0, 0.0], [0.0, 0.0, 0.0], [0.0, 0.0, 0.0], [-0.1, 0.0, 0.0], [0.0, -0.1, 0.0], [-0.1, 0.1, 0.0]]
}



{
  "formula": "C34H32BiN4O6S3Sb2",
  "method": "ωB97M-V/def2-TZVPD",
  "total_charge": -1,
  "homo_ev": -5.3,
  "e_above_lowest_kj_mol": 110.2,
  "homo_lumo_gap_ev": 7.329,
  "species": ["Bi", "C", "Sb", "C", "C", "C", "C", "C", "C", "C", "C", "C", "Sb", "C", "C", "H", "H", "H", "H", "H", "H", "H", "H", "H", "H", "H", "H", "H", "H", "H", "H", "H", "H", "H", "H", "O", "C", "C", "O", "C", "C", "O", "C", "O", "O", "O", "C", "C", "C", "C", "C", "C", "C", "N", "C", "C", "N", "H", "H", "H", "H", "H", "H", "H", "S", "C", "S", "C", "N", "N", "C", "C", "C", "C", "C", "C", "S", "H", "H", "H", "H", "H"],
  "xyz": [[-1.394851, -1.173376, -0.978537], [4.750695, -2.981639, 3.052253], [2.975981, -2.071418, 2.235528], [4.152479, -0.930997, 0.842126], [2.915077, -0.539731, 3.843248], [3.417171, 0.804659, 3.461202], [4.785079, 1.058179, 3.551743], [5.339528, 2.253147, 3.131159], [4.517065, 3.244007, 2.620085], [3.152723, 3.023871, 2.555405], [2.577756, 1.824237, 2.969091], [1.094001, 1.704240, 2.927484], [0.241248, 0.748209, 1.149293], [1.061399, 2.129165, -0.269618], [-1.656587, 1.760360, 1.358371], [5.500176, -2.209498, 3.222755], [5.132429, -3.705616, 2.337472], [4.528899, -3.486284, 3.989496], [4.733515, -0.182085, 1.376331], [3.550790, -0.444723, 0.079194], [4.823426, -1.631348, 0.351512], [3.550366, -0.976447, 4.613935], [1.896723, -0.511349, 4.225412], [5.428406, 0.279045, 3.941344], [6.407783, 2.407402, 3.199929], [4.930599, 4.187165, 2.289867], [2.502193, 3.809109, 2.188479], [0.635586, 2.689989, 2.921680], [0.703591, 1.155070, 3.779753], [0.526806, 3.076109, -0.201697], [0.977103, 1.723396, -1.276591], [2.113736, 2.283614, -0.036566], [-1.474800, 2.740155, 1.801125], [-2.333097, 1.192084, 1.995557], [-2.145948, 1.890259, 0.390899], [4.047535, -3.697682, -3.021005], [3.152237, -3.058059, -2.530818], [2.490568, -1.808003, -3.112804], [2.940537, -1.094592, -3.980310], [1.245846, -1.660921, -2.343096], [1.218658, -2.561415, -1.280866], [0.236588, -2.583867, -0.429825], [2.433557, -3.353515, -1.219440], [2.844631, -4.057497, -0.311004], [0.299376, -0.801147, -2.518007], [-2.187601, -2.819530, -2.070448], [-3.343663, -3.416162, -1.830613], [-4.135077, -3.788560, -2.928248], [-5.342634, -4.426291, -2.757973], [-5.817777, -4.720363, -1.480884], [-5.046371, -4.376232, -0.391799], [-3.810671, -3.739518, -0.543692], [-2.998088, -3.488698, 0.642122], [-2.190669, -2.470310, 0.882845], [-1.597717, -2.696533, 2.099695], [-2.074737, -3.852455, 2.619791], [-2.961675, -4.341347, 1.689057], [-3.761429, -3.541827, -3.911085], [-5.932913, -4.688111, -3.626734], [-6.778781, -5.194823, -1.343480], [-5.416523, -4.571570, 0.608343], [-0.852553, -2.032792, 2.501345], [-1.852462, -4.369411, 3.532217], [-3.445294, -5.222221, 1.722006], [-2.229927, 2.693947, -5.628109], [-2.750384, 2.184737, -4.143119], [-3.374034, 0.588889, -3.839862], [-3.592237, 0.973447, -2.143470], [-3.199122, 2.168895, -1.843821], [-2.758214, 2.842452, -2.961688], [-2.280183, 4.158507, -2.730750], [-2.492796, 5.168112, -3.657248], [-2.018488, 6.443040, -3.391461], [-1.343309, 6.715727, -2.212570], [-1.147533, 5.700878, -1.285928], [-1.613986, 4.423422, -1.539540], [-4.200542, -0.193019, -1.037293], [-3.013518, 4.954993, -4.576686], [-2.182580, 7.227678, -4.117541], [-0.973443, 7.712043, -2.015053], [-0.626189, 5.902355, -0.359262], [-1.483472, 3.628398, -0.820629]],
  "forces_ev_per_angstrom": [[0.1, -0.2, -0.3], [-0.1, 0.1, 0.0], [-0.2, 0.1, 0.0], [-0.1, 0.0, 0.0], [0.0, 0.0, 0.0], [-0.1, 0.1, 0.0], [0.0, 0.0, -0.1], [0.0, 0.0, 0.0], [0.0, 0.1, 0.0], [0.0, 0.0, 0.0], [0.2, 0.0, 0.1], [-0.2, -0.2, -0.2], [0.2, 0.4, 0.4], [0.0, 0.0, 0.1], [0.1, -0.1, 0.0], [0.1, 0.0, 0.0], [0.0, -0.1, -0.1], [0.0, 0.0, 0.1], [0.0, 0.0, 0.0], [-0.1, 0.1, 0.0], [0.1, -0.1, -0.1], [0.0, 0.0, 0.1], [-0.1, 0.0, 0.0], [0.0, 0.0, 0.0], [0.0, 0.0, 0.0], [0.0, 0.0, 0.0], [0.0, 0.0, 0.0], [0.0, 0.1, 0.0], [-0.1, -0.1, 0.1], [0.1, 0.0, 0.0], [0.0, 0.0, 0.0], [0.0, 0.0, 0.0], [0.0, 0.0, 0.0], [0.0, 0.0, 0.0], [0.0, -0.1, 0.0], [-0.1, 0.2, 0.1], [0.1, -0.1, -0.1], [0.1, 0.1, -0.1], [-0.1, -0.2, 0.0], [0.0, 0.1, -0.1], [0.0, 0.0, 0.1], [-0.2, 0.0, 0.0], [0.2, -0.1, 0.1], [0.0, 0.0, -0.2], [-0.1, -0.2, 0.0], [0.2, 0.1, 0.1], [-0.2, 0.0, -0.1], [0.0, 0.0, 0.1], [0.0, 0.0, 0.0], [0.0, 0.0, 0.0], [0.0, 0.0, 0.0], [0.0, -0.1, 0.0], [-0.1, 0.0, -0.1], [0.0, -0.1, -0.2], [0.1, 0.0, 0.2], [0.0, 0.0, 0.0], [0.0, 0.0, 0.0], [0.0, 0.0, -0.1], [0.0, 0.0, 0.0], [0.0, 0.0, 0.0], [0.0, 0.0, 0.0], [0.0, 0.0, 0.0], [0.0, 0.0, 0.1], [0.0, 0.0, 0.0], [0.0, -0.1, -0.2], [0.1, -0.1, -0.2], [0.0, 0.1, 0.1], [0.0, -0.1, 0.1], [0.0, -0.1, 0.1], [0.0, 0.1, -0.1], [0.1, 0.1, 0.0], [0.0, 0.1, 0.0], [0.0, 0.0, 0.0], [0.0, 0.0, 0.0], [0.0, 0.0, 0.0], [-0.1, 0.0, 0.0], [-0.1, -0.1, 0.1], [0.0, 0.0, 0.0], [0.0, 0.0, 0.0], [0.0, 0.0, 0.0], [0.0, 0.0, 0.0], [0.0, 0.0, 0.0]]
}



{
  "formula": "C34H32ClCrF6IN6O3P",
  "method": "ωB97M-V/def2-TZVPD",
  "s_squared": 8.81,
  "total_charge": 2,
  "homo_ev": [-11.0, -14.0],
  "e_above_lowest_kj_mol": 71.9,
  "spin_multiplicity": 6,
  "homo_lumo_gap_ev": [4.749, 5.673],
  "species": ["Cr", "C", "O", "C", "N", "C", "C", "C", "C", "C", "C", "C", "C", "C", "C", "C", "C", "N", "C", "N", "C", "C", "O", "C", "C", "C", "C", "C", "C", "H", "H", "H", "H", "H", "H", "H", "H", "H", "H", "H", "H", "H", "H", "H", "H", "H", "H", "H", "Cl", "C", "C", "C", "I", "C", "O", "C", "N", "C", "C", "C", "C", "H", "H", "H", "H", "N", "C", "C", "N", "H", "H", "H", "H", "H", "H", "H", "H", "H", "F", "P", "F", "F", "F", "F", "F"],
  "xyz": [[-0.301990, -0.139191, -0.083877], [-0.949130, -1.242707, 4.187693], [-2.170041, -1.200892, 3.425345], [-1.854007, -0.786616, 2.200241], [-0.562874, -0.587965, 1.956395], [0.180726, -0.951622, 3.178018], [1.178707, 0.119413, 3.596886], [1.193506, 0.710833, 4.855052], [2.139303, 1.679799, 5.176395], [3.091299, 2.069120, 4.250963], [3.110195, 1.461130, 3.002048], [2.170568, 0.493495, 2.689211], [-2.828263, -0.581258, 1.200310], [-4.236751, -0.722031, 1.253142], [-4.967744, -0.578857, 0.107293], [-4.324896, -0.327882, -1.146508], [-2.971543, -0.184110, -1.135532], [-2.243664, -0.254556, 0.005158], [-2.068221, 0.022558, -2.272802], [-0.793538, 0.071789, -2.054208], [-0.127317, 0.385740, -3.323845], [-1.303079, 0.320346, -4.331062], [-2.490650, 0.135495, -3.498197], [1.006579, -0.554260, -3.642448], [2.120741, -0.076491, -4.322565], [3.162458, -0.932458, -4.650330], [3.102902, -2.272565, -4.294633], [1.983934, -2.760064, -3.631641], [0.937837, -1.905059, -3.315787], [-0.868184, -2.223013, 4.651401], [-1.041750, -0.487611, 4.964514], [0.745955, -1.872830, 2.986557], [0.487843, 0.426910, 5.621214], [2.133256, 2.118363, 6.163793], [3.829193, 2.814985, 4.507446], [3.872499, 1.722701, 2.280172], [2.224776, 0.006730, 1.725470], [-4.712405, -0.948289, 2.197260], [-6.042791, -0.676761, 0.138749], [-4.880687, -0.264819, -2.069449], [0.258742, 1.403240, -3.243030], [-1.245785, -0.543960, -4.991700], [-1.440261, 1.234365, -4.901255], [2.179274, 0.970778, -4.587698], [4.020498, -0.552237, -5.185661], [3.916828, -2.937174, -4.548670], [1.918092, -3.812001, -3.385484], [0.041951, -2.297168, -2.845001], [3.300085, -5.954597, -0.298616], [2.817171, -4.329337, -0.345935], [3.787177, -3.339324, -0.432274], [3.444351, -1.998912, -0.470010], [4.860417, -0.528396, -0.657565], [2.069462, -1.607924, -0.391834], [1.692651, -0.404958, -0.396274], [1.063661, -2.660856, -0.312871], [-0.218519, -2.231345, -0.301901], [-1.192040, -3.131422, -0.314957], [-0.931636, -4.506000, -0.310441], [0.370017, -4.952561, -0.295051], [1.414182, -4.008890, -0.309086], [4.825435, -3.635492, -0.475792], [-2.206129, -2.755844, -0.329344], [-1.758026, -5.201754, -0.323752], [0.592768, -6.009338, -0.284238], [-1.548387, 4.784188, 1.892328], [-0.344896, 3.892693, 1.988490], [-0.706733, 2.439144, 1.640276], [0.130369, 1.860838, 0.578615], [-1.310970, 5.756065, 2.108235], [-2.299521, 4.494094, 2.521480], [-1.875064, 4.759284, 0.901193], [0.053385, 3.978151, 2.998055], [0.381858, 4.302768, 1.288006], [-1.742739, 2.370159, 1.307825], [-0.594001, 1.818546, 2.527345], [1.099116, 1.823942, 0.899313], [0.098647, 2.458301, -0.252538], [-2.059290, 2.633678, -0.885947], [-1.722352, 3.877881, -1.917020], [-3.202181, 4.416042, -1.713578], [-1.247809, 4.746215, -0.554866], [-0.186782, 3.296683, -1.953533], [-2.125111, 2.960369, -3.158261], [-1.310691, 5.094601, -2.824839]],
  "forces_ev_per_angstrom": [[0.4, -0.2, 0.8], [0.1, 0.0, 0.1], [-0.1, 0.0, -0.1], [-0.2, 0.0, -0.1], [-0.2, 0.0, -0.2], [0.1, 0.0, 0.0], [0.1, 0.0, 0.1], [0.0, 0.0, 0.0], [0.0, 0.0, 0.0], [0.0, 0.0, 0.0], [0.0, 0.0, 0.0], [0.0, -0.1, 0.0], [0.0, -0.1, 0.1], [0.1, 0.0, 0.0], [0.0, 0.0, 0.0], [0.2, 0.0, 0.0], [-0.2, 0.0, 0.0], [-0.2, 0.2, -0.2], [-0.2, 0.0, 0.1], [-0.1, 0.2, 0.2], [0.1, 0.1, -0.1], [0.0, -0.1, -0.1], [0.0, 0.1, 0.0], [0.0, 0.0, -0.1], [0.0, 0.0, 0.2], [0.0, -0.1, 0.0], [0.0, 0.0, 0.0], [0.0, 0.1, 0.0], [-0.1, 0.0, -0.2], [0.0, 0.0, 0.0], [0.0, 0.0, 0.0], [0.0, 0.0, 0.0], [0.0, 0.0, 0.0], [0.0, 0.0, 0.1], [0.0, 0.0, 0.0], [0.0, 0.0, 0.0], [0.0, 0.0, 0.0], [0.0, 0.0, 0.0], [0.0, 0.0, 0.0], [0.0, 0.0, 0.0], [0.0, 0.0, -0.1], [0.0, 0.1, 0.0], [0.0, 0.0, 0.0], [0.0, 0.1, 0.0], [0.0, 0.0, 0.0], [0.0, 0.0, 0.0], [0.0, -0.1, 0.0], [0.1, 0.0, 0.0], [0.0, 0.0, 0.0], [0.0, 0.0, 0.0], [-0.1, -0.1, 0.0], [0.0, 0.1, 0.0], [0.0, 0.0, 0.0], [-0.1, 0.0, -0.1], [0.0, -0.1, 0.1], [-0.2, 0.0, 0.0], [0.2, -0.2, 0.0], [0.2, 0.0, 0.1], [0.1, 0.0, 0.0], [0.0, 0.2, 0.0], [-0.1, 0.0, 0.0], [0.0, 0.0, 0.0], [0.0, 0.0, 0.0], [0.0, 0.0, 0.0], [0.0, 0.0, 0.0], [-0.2, 0.0, 0.3], [0.1, 0.0, 0.0], [-0.1, 0.0, 0.2], [0.0, -0.1, -0.5], [0.0, -0.1, 0.0], [0.1, 0.0, 0.0], [0.1, 0.1, 0.1], [0.0, 0.0, 0.0], [0.0, 0.0, 0.0], [0.0, 0.0, 0.0], [0.0, 0.0, -0.1], [-0.1, 0.0, 0.0], [0.0, 0.0, 0.0], [-0.2, 0.0, 0.0], [-0.2, 0.0, -0.1], [0.1, 0.0, 0.0], [0.1, 0.1, -0.3], [0.1, 0.0, -0.1], [0.1, 0.0, 0.1], [0.0, -0.1, 0.0]]
}